1.
12
Properties=species:S:1:pos:R:3 method="wB97M-V/def2-TZVPD" spin_multiplicity=1 homo_ha=-0.33818 total_charge=0 e_above_lowest_ev=1.2695 e_lumo_ev=0.6 orbital_gap_ev=9.84 energy_ev=-17126.8603 max_force_ev_per_a=2.20
C -0.024 -1.482 -0.709
C 0.479 -0.075 -1.074
O 1.279 0.268 -1.937
C 0.010 0.974 -0.083
C -0.197 0.896 1.392
S -1.712 1.198 0.441
H 0.050 -2.153 -1.524
H 0.659 -1.793 0.100
H -0.981 -1.591 -0.212
H 0.498 1.938 -0.251
H 0.125 1.857 1.866
H -0.185 -0.038 1.991



2.
12
Properties=species:S:1:pos:R:3 method="wB97M-V/def2-TZVPD" spin_multiplicity=1 homo_ha=-0.31819 total_charge=0 e_above_lowest_ev=6.2383 e_lumo_ev=0.9 orbital_gap_ev=9.53 energy_ev=-17121.8916 max_force_ev_per_a=8.55
C 1.603 0.886 -0.005
O 0.167 1.364 -0.361
C -0.429 0.355 0.124
C -1.670 -0.548 0.053
C -0.127 -1.002 -0.491
S 1.539 -1.093 -0.024
H 2.326 1.447 -0.738
H 1.658 0.843 1.221
H -0.286 0.049 1.265
H -2.425 -0.578 -0.674
H -1.955 -0.695 1.208
H -0.400 -1.030 -1.576



3.
12
Properties=species:S:1:pos:R:3 method="wB97M-V/def2-TZVPD" spin_multiplicity=1 homo_ha=-0.32784 total_charge=0 e_above_lowest_ev=2.1963 e_lumo_ev=1.0 orbital_gap_ev=9.89 energy_ev=-17125.9336 max_force_ev_per_a=1.64
C -1.449 -1.106 0.380
O -0.319 -1.983 0.290
C -0.187 -0.780 0.985
C 0.793 0.115 0.274
C 0.707 0.230 -1.212
S 0.249 1.758 -0.283
H -2.242 -1.579 0.986
H -1.735 -0.612 -0.550
H -0.039 -0.894 2.058
H 1.804 0.107 0.628
H -0.058 -0.316 -1.741
H 1.651 0.278 -1.742



4.
12
Properties=species:S:1:pos:R:3 method="wB97M-V/def2-TZVPD" spin_multiplicity=1 homo_ha=-0.32185 total_charge=0 e_above_lowest_ev=5.5780 e_lumo_ev=-0.6 orbital_gap_ev=8.14 energy_ev=-17122.5519 max_force_ev_per_a=5.98
C 0.805 1.328 -0.038
C 1.035 -0.102 -0.113
C -0.049 -1.026 -0.194
C -1.476 -0.816 0.387
H 1.710 2.106 -0.538
H 0.536 1.820 1.223
H -0.339 1.489 -0.760
H 0.272 -2.007 -0.425
H -2.020 -1.721 0.473
H -1.924 -0.063 1.165
O -1.083 -0.217 -1.013
S 2.533 -0.791 -0.167



5.
12
Properties=species:S:1:pos:R:3 method="wB97M-V/def2-TZVPD" spin_multiplicity=1 homo_ha=-0.33316 total_charge=0 e_above_lowest_ev=1.2640 e_lumo_ev=0.9 orbital_gap_ev=9.93 energy_ev=-17126.8659 max_force_ev_per_a=3.77
C 2.724 0.100 0.309
C 1.563 0.368 -0.210
S 0.240 -0.809 -0.234
C -1.158 0.280 0.029
C -2.328 -0.466 0.275
O -1.054 1.473 -0.052
H 2.943 -0.908 0.772
H 3.434 0.797 0.642
H 1.302 1.348 -0.629
H -2.309 -0.765 1.313
H -2.470 -1.281 -0.461
H -3.114 0.276 0.110



6.
12
Properties=species:S:1:pos:R:3 method="wB97M-V/def2-TZVPD" spin_multiplicity=1 homo_ha=-0.33873 total_charge=0 e_above_lowest_ev=3.4510 e_lumo_ev=0.8 orbital_gap_ev=9.97 energy_ev=-17124.6789 max_force_ev_per_a=2.20
C -3.070 0.009 0.110
C -1.910 -0.293 0.103
C 2.037 0.073 0.173
C -0.519 -0.440 -0.085
O 0.396 2.001 -0.532
S 0.535 0.984 0.516
H -4.107 0.235 0.250
H 2.995 0.528 0.219
H 1.970 -0.355 -0.824
H 2.084 -0.830 0.752
H -0.207 -1.259 0.483
H -0.204 -0.651 -1.167



7.
11
Properties=species:S:1:pos:R:3 method="wB97M-V/def2-TZVPD" spin_multiplicity=1 homo_ha=-0.30869 total_charge=0 e_above_lowest_ev=1.9654 e_lumo_ev=1.0 orbital_gap_ev=9.43 energy_ev=-15077.8273 max_force_ev_per_a=4.67
C -0.970 -0.591 -0.650
C -0.810 -0.681 0.840
C 0.383 -0.069 0.051
C 1.177 1.132 -0.110
S 2.169 -0.374 -0.032
H -1.115 -1.445 -1.195
H -1.317 0.344 -1.081
H -1.337 -0.119 1.569
H -0.596 -1.659 1.149
H 1.190 1.643 -1.173
H 1.224 1.818 0.634



8.
11
Properties=species:S:1:pos:R:3 method="wB97M-V/def2-TZVPD" spin_multiplicity=1 homo_ha=-0.31604 total_charge=0 e_above_lowest_ev=2.3623 e_lumo_ev=-0.2 orbital_gap_ev=8.40 energy_ev=-15077.4305 max_force_ev_per_a=9.09
S 1.886 0.050 -0.021
C 0.242 0.078 -0.063
C -1.115 1.191 0.107
C -1.967 -0.235 -0.088
C -0.687 -1.066 0.052
H -1.215 1.676 0.950
H -1.412 1.930 -0.795
H -2.788 -0.323 0.568
H -2.331 -0.304 -1.121
H -0.679 -2.152 -0.395
H -0.593 -1.449 1.086



9.
11
Properties=species:S:1:pos:R:3 method="wB97M-V/def2-TZVPD" spin_multiplicity=1 homo_ha=-0.34054 total_charge=0 e_above_lowest_ev=7.1101 e_lumo_ev=-1.2 orbital_gap_ev=8.08 energy_ev=-15072.6826 max_force_ev_per_a=6.51
C 0.194 -1.870 0.270
C 0.482 -0.398 0.290
C -0.520 0.596 0.931
C -1.280 0.912 1.821
H -0.785 -2.670 0.328
H 0.649 -1.979 1.376
H 0.777 -2.702 -0.348
H 1.600 -0.314 0.639
H -1.180 1.752 -1.086
H -2.163 1.680 1.911
S 0.491 0.550 -1.418



10.
12
Properties=species:S:1:pos:R:3 method="wB97M-V/def2-TZVPD" spin_multiplicity=1 homo_ha=-0.33884 total_charge=0 e_above_lowest_ev=1.6154 e_lumo_ev=-2.1 orbital_gap_ev=7.16 energy_ev=-25913.6758 max_force_ev_per_a=2.74
C 0.748 -1.323 0.234
C 0.621 0.203 0.648
C -0.170 1.074 -0.242
S 0.408 2.575 -0.590
C -1.499 0.708 -0.732
S -2.612 -0.443 -0.265
H 0.598 -1.623 -0.843
H 0.026 -1.920 0.673
H 1.753 -1.556 0.565
H 1.557 0.600 0.454
H 0.219 0.288 1.692
H -1.649 1.418 -1.595



11.
12
Properties=species:S:1:pos:R:3 method="wB97M-V/def2-TZVPD" spin_multiplicity=1 homo_ha=-0.31753 total_charge=0 e_above_lowest_ev=2.1286 e_lumo_ev=-0.6 orbital_gap_ev=8.07 energy_ev=-25913.1627 max_force_ev_per_a=3.10
C -0.726 -1.815 -0.050
C -0.460 -0.566 0.247
S -1.629 0.709 0.802
C 1.028 0.050 -0.044
C 0.812 1.472 -0.448
S 2.596 -0.453 -0.171
H 0.097 -2.549 0.036
H -1.691 -2.280 -0.086
H -2.313 -0.108 1.496
H 1.598 2.152 -0.239
H -0.148 1.808 -0.035
H 0.836 1.581 -1.509



12.
12
Properties=species:S:1:pos:R:3 method="wB97M-V/def2-TZVPD" spin_multiplicity=1 homo_ha=-0.31593 total_charge=0 e_above_lowest_ev=0.0293 e_lumo_ev=0.0 orbital_gap_ev=8.58 energy_ev=-25915.2619 max_force_ev_per_a=2.84
S -2.238 0.033 -0.049
C -0.615 0.149 0.030
C 0.226 1.344 0.232
C 1.616 1.075 -0.282
C 1.986 -0.355 0.097
S 0.478 -1.210 -0.002
H -0.276 2.134 -0.254
H 0.303 1.577 1.344
H 2.387 1.767 -0.010
H 1.463 1.152 -1.385
H 2.759 -0.846 -0.462
H 2.243 -0.223 1.108



13.
12
Properties=species:S:1:pos:R:3 method="wB97M-V/def2-TZVPD" spin_multiplicity=1 homo_ha=-0.31090 total_charge=0 e_above_lowest_ev=3.0952 e_lumo_ev=-0.5 orbital_gap_ev=8.00 energy_ev=-25912.1960 max_force_ev_per_a=4.80
C 2.257 -1.229 0.009
C 0.992 -0.217 0.085
C -1.889 0.234 0.418
C -2.998 0.256 -0.266
H 3.142 -1.064 1.035
H 1.581 -2.240 -0.276
H 2.834 -0.886 -0.978
H -1.555 0.861 1.254
H -3.286 -0.586 -0.906
H -3.646 1.150 -0.003
S 1.265 1.454 -0.091
S -0.593 -0.923 -0.009



14.
12
Properties=species:S:1:pos:R:3 method="wB97M-V/def2-TZVPD" spin_multiplicity=1 homo_ha=-0.31422 total_charge=0 e_above_lowest_ev=0.2939 e_lumo_ev=-0.1 orbital_gap_ev=8.43 energy_ev=-25914.9973 max_force_ev_per_a=3.73
S 1.998 0.552 -2.449
C 0.896 0.235 -1.251
C 1.005 -0.140 0.175
C -0.375 -0.611 0.755
C -1.404 0.431 0.149
S -0.854 0.450 -1.576
H 1.835 -0.817 0.295
H 1.279 0.733 0.788
H -0.426 -0.550 1.857
H -0.464 -1.765 0.545
H -2.413 0.107 0.155
H -1.078 1.374 0.557



15.
12
Properties=species:S:1:pos:R:3 method="wB97M-V/def2-TZVPD" spin_multiplicity=1 homo_ha="-0.28539 / -0.28535" total_charge=0 e_above_lowest_ev=3.1904 e_lumo_ev="0.0 / 0.0" orbital_gap_ev="7.73 / 7.73" energy_ev=-25912.1009 max_force_ev_per_a=4.57
C -1.428 0.302 0.025
C 0.907 1.311 -0.331
C 0.179 0.105 -0.125
C 0.677 -1.363 -0.202
S -1.366 1.275 1.614
S 0.988 1.101 1.357
H -1.819 0.941 -0.732
H -1.860 -0.635 -0.059
H 1.199 2.125 -0.872
H 0.019 -2.084 0.385
H 1.723 -1.403 0.190
H 0.781 -1.675 -1.250



16.
13
Properties=species:S:1:pos:R:3 method="wB97M-V/def2-TZVPD" spin_multiplicity=1 homo_ha=-0.32373 total_charge=0 e_above_lowest_ev=1.7066 e_lumo_ev=-0.4 orbital_gap_ev=8.44 energy_ev=-36748.5517 max_force_ev_per_a=3.77
S -3.361 -0.708 -0.045
C -1.808 -0.285 0.207
S -0.906 1.073 -0.375
C 0.769 0.955 -0.091
C 1.214 0.476 1.273
C 1.436 -0.426 -0.015
S 3.221 -0.559 -0.364
H -1.205 -1.086 0.647
H 1.422 1.792 -0.418
H 0.421 0.240 2.087
H 2.168 0.827 1.663
H 0.845 -1.336 -0.100
H 3.424 -1.649 0.414



17.
13
Properties=species:S:1:pos:R:3 method="wB97M-V/def2-TZVPD" spin_multiplicity=1 homo_ha=-0.29260 total_charge=0 e_above_lowest_ev=2.8987 e_lumo_ev=-0.7 orbital_gap_ev=7.23 energy_ev=-36747.3597 max_force_ev_per_a=3.75
C -0.878 -1.647 -0.754
C -2.208 -1.334 -1.462
C 0.005 0.441 0.678
C 2.271 1.861 1.103
S -1.008 -0.803 0.929
S -2.677 0.109 -2.132
S 0.554 1.609 1.790
H -0.023 -1.153 -1.228
H -0.567 -2.635 -0.515
H -2.926 -2.109 -1.380
H 2.944 1.640 1.839
H 2.381 2.894 0.837
H 2.133 1.124 0.296



18.
14
Properties=species:S:1:pos:R:3 method="wB97M-V/def2-TZVPD" spin_multiplicity=2 homo_ha="-0.04137 / -0.13581" total_charge=-1 e_above_lowest_ev=0.0000 e_lumo_ev="3.8 / 3.7" orbital_gap_ev="4.91 / 7.36" energy_ev=-12352.9670 s2=0.7518 max_force_ev_per_a=2.45
O -1.604 0.113 -0.862
C -0.315 -0.200 -1.399
C 0.574 -0.862 -0.381
C 1.539 -1.702 -0.773
H -1.986 -0.699 -0.512
H 0.111 0.768 -1.702
H -0.425 -0.832 -2.295
H 1.821 -1.806 -1.827
H 2.192 -2.200 -0.049
C 0.750 -0.007 1.032
O 0.775 1.326 0.893
Ag -1.373 2.059 0.575
H 1.640 -0.450 1.537
H -0.135 -0.368 1.622



19.
16
Properties=species:S:1:pos:R:3 method="wB97M-V/def2-TZVPD" spin_multiplicity=3 homo_ha="-0.19506 / -0.37319" total_charge=0 e_above_lowest_ev=0.3540 e_lumo_ev="0.6 / -1.4" orbital_gap_ev="5.95 / 8.75" energy_ev=-12007.4802 s2=2.0066 max_force_ev_per_a=6.12
B 0.798 0.605 1.570
C -0.343 -1.766 -0.582
C 0.129 1.162 0.303
C -0.248 1.660 -0.732
C -0.770 2.369 -1.848
N -0.241 -2.900 -0.270
N -0.540 -4.076 -0.093
O 1.835 1.340 2.184
O 0.468 -0.592 2.139
H -0.075 -0.656 -0.477
H -0.079 2.433 -2.647
H -1.614 1.986 -2.192
H -0.943 3.393 -1.610
H -0.062 -4.711 -0.621
H 2.029 0.814 3.029
H -0.343 -1.061 1.847